Arrangement 1

Here is a cluster of 2 separate species, C2H7OPS in total from the OMol25 dataset. Energies are from wB97M-V/def2-TZVPD.

Summary:
SMILES string ... [PH2]#CS.CO

Atoms and positions in Å:
C: -0.225 -1.526 -1.257
C: -0.346 0.962 1.002
O: 0.988 -1.750 -0.644
P: -0.948 2.620 1.668
S: 1.047 0.365 1.767
H: -0.641 -2.380 -1.751
H: -0.066 -0.660 -2.104
H: -0.931 -1.210 -0.515
H: 1.571 -2.091 -1.345
H: -1.686 3.226 0.658
H: 0.279 3.173 1.475
H: 0.957 -0.729 1.046

***

Arrangement 2

Here is a cluster of 2 separate species, C2H7OPS in total from the OMol25 dataset. Energies are from wB97M-V/def2-TZVPD.

Summary:
SMILES string ... O/C=C/S.P

Atoms and positions in Å:
C: 0.241 0.813 1.745
C: -0.822 0.365 1.089
O: 1.110 1.739 1.208
P: 0.772 -0.574 -2.993
S: -2.036 -0.694 1.856
H: 0.229 0.533 2.797
H: 1.595 -1.264 -3.895
H: -0.945 0.645 0.140
H: 1.285 1.337 0.363
H: -0.318 -1.416 -3.229
H: 1.121 -1.544 -2.092
H: -2.232 0.060 3.012

***

Consider the structures shown above. The most stable of them is arrangement 2.